Formula: C58H152CdF6NO33S2
Source: OMol25
Level of theory: wB97M-V/def2-TZVPD

Calculated values
Highest occupied orbital energy in Eh: -0.1552
Lowest unoccupied orbital energy in eV: 1.00
E in hartree: -6401.62823
Net charge: -1
HOMO-LUMO gap in hartree: 0.192

Positions of all 253 atoms, in Å:
Cd: 0.46857 2.39782 1.21239
S: -1.37817 0.27807 -0.24919
S: 0.45971 -0.87593 1.21598
F: 2.68583 -2.12201 0.21312
F: -2.85539 -0.77966 1.77512
F: 0.97581 -1.91571 -1.17898
F: -3.23735 1.33758 1.39869
F: 2.11259 -0.15880 -0.70771
F: -4.05851 -0.21420 0.11558
O: -0.29564 -6.65333 -0.65563
O: -4.25974 3.08589 -3.86400
O: -6.77123 0.42506 -4.38057
O: -0.75023 3.90118 -2.72337
O: -1.38935 -3.03054 -5.86196
O: -0.01868 2.21471 3.37409
O: -1.62002 1.53030 -1.00400
O: 0.88518 2.93780 -0.93298
O: 6.64861 3.79952 2.39562
O: 1.40516 4.21725 1.52086
O: 5.28409 -1.66397 -3.72181
O: 1.20088 -2.88495 5.21584
O: -0.50377 -1.88734 1.41118
O: 3.61568 0.06945 7.96197
O: 3.99429 -3.45022 4.56150
O: 4.20760 -2.43386 -6.38629
O: 5.26039 6.34151 2.67568
O: -5.93281 -3.31873 2.03449
O: -1.38690 -0.97931 -1.00754
O: -1.27105 1.81880 -8.28907
O: 1.28193 -0.65157 2.39627
O: -0.36167 -5.10599 -2.80037
O: -1.35917 3.47022 1.17675
O: 2.48187 1.77979 1.46775
O: 8.38177 2.34975 -1.08011
O: 0.57607 4.07291 5.39810
O: -4.20677 0.22280 -4.84121
O: -2.07487 -3.14039 7.87926
O: 6.63762 -2.05952 -0.73349
O: -3.35870 5.59695 5.69623
O: -7.02764 -3.42369 -0.51454
O: -4.11891 3.62234 -0.61168
O: 8.67976 -1.61658 0.90911
N: -0.13269 0.56043 0.91147
C: -3.82534 -1.51167 -3.34202
C: -1.18454 -5.27624 0.85880
C: -0.66589 1.17876 4.05085
C: -8.82187 0.70701 -2.82414
C: -5.33759 -4.83688 3.71746
C: 1.94435 4.14778 5.67046
C: 2.01144 -4.99698 -2.51680
C: 5.19966 -0.49698 6.30154
C: 2.98232 -2.82094 -5.79401
C: -0.64286 2.38365 -5.99133
C: -5.02788 3.93114 -4.62771
C: -1.52927 -3.58412 -7.14962
C: -4.41661 3.74056 -5.96221
C: 4.63495 2.76809 1.98785
C: -0.04546 -3.13009 4.71233
C: -0.64677 -2.66342 -8.09801
C: -0.68762 5.30587 -2.87926
C: -3.01252 0.15952 0.84694
C: -2.89475 -2.36535 7.10450
C: 1.66349 1.71494 -2.93426
C: -1.55643 5.85579 1.77747
C: 3.79586 -0.72669 6.76563
C: -3.08414 -0.43381 -4.18341
C: -5.90856 -2.93300 -1.14277
C: 6.96904 -1.29417 2.58662
C: 4.19763 -3.55605 3.17127
C: 5.32933 3.92206 2.27693
C: -7.21035 0.83005 -3.02036
C: 8.28441 -0.75212 2.00459
C: 7.11773 2.89712 -1.33886
C: -1.94306 1.81303 4.60750
C: 6.23634 -0.64634 -3.84949
C: 0.11933 -5.96477 0.47888
C: 6.54662 -4.48537 -0.40760
C: -4.82736 -4.02532 -1.16581
C: 1.65843 -1.30756 -0.24640
C: -1.42001 1.42822 -6.90727
C: -0.52995 -4.45181 5.34314
C: 0.81221 -4.66622 -3.47649
C: 6.95119 3.16723 -2.88085
C: 2.55082 4.22326 1.86334
C: -4.88101 -3.62190 2.89543
C: 5.71510 -3.11150 -0.48712
C: 2.17149 -1.56984 -5.43202
C: 3.31128 5.39578 2.19624
C: -1.87763 4.39971 2.13706
C: 7.51943 -1.04173 -4.57608
C: -6.13255 2.83742 0.44098
C: -4.01242 -1.60444 7.81753
C: 3.23397 2.78305 1.75086
C: 4.60792 5.28451 2.37421
C: -5.14851 4.64781 4.44802
C: -5.31991 2.88196 -0.85032
C: -4.50292 5.91734 4.93778
C: 2.01238 2.62717 -1.74580
C: 2.59527 2.78964 5.80412
C: -1.99158 6.01881 -2.65631
C: 3.14249 -4.56609 2.72935
H: 2.89255 6.38556 2.30301
H: 7.22986 -1.44177 -5.54779
H: 2.09299 -4.39011 2.96534
H: 5.22973 -3.00738 0.48328
H: 0.40177 2.38706 -6.30251
H: 0.78610 -3.59664 -3.68484
H: -1.03482 3.39052 -6.13516
H: 9.05556 -0.85569 2.76794
H: -4.01118 6.40017 4.09328
H: 2.16250 4.76883 6.53926
H: 2.35235 4.77244 4.87583
H: 3.19021 2.75748 6.71687
H: -5.83998 -5.59488 3.11651
H: -1.43919 -4.80805 4.85889
H: 9.03103 3.03907 -1.23789
H: -4.98609 4.26015 -6.73281
H: -2.58142 -3.68403 -7.41628
H: 7.22425 -4.63541 -1.24807
H: 2.99326 -3.56854 -5.00087
H: -1.98310 6.41724 2.60863
H: -0.77838 -1.58521 -8.00719
H: 6.19366 -1.56018 -1.42281
H: -4.11115 2.22530 -4.26262
H: 4.91790 -1.82423 -4.59463
H: -4.61777 -2.77785 3.53292
H: -3.41580 4.14615 -6.11045
H: -2.43289 1.15869 5.32861
H: 6.69180 4.21463 -3.03499
H: 0.87765 -5.21273 0.26098
H: -4.74251 -1.33554 7.05415
H: -0.72390 2.11487 -4.93810
H: -1.24092 -4.63246 -7.07257
H: 3.06673 -4.69853 1.65008
H: 5.70484 0.18564 -4.31144
H: -9.37953 1.25968 -3.58023
H: -5.98200 -4.43272 4.49816
H: 7.04672 -4.41290 0.55819
H: -1.08123 -4.94584 -3.41534
H: 3.38191 -5.50639 3.22594
H: 5.23834 -3.86260 3.06617
H: -2.41662 -1.67817 6.40644
H: -4.95828 4.97129 -4.30939
H: 7.15167 -2.21235 3.14490
H: -0.65085 -4.46528 6.42633
H: 0.42163 -2.79534 -7.92701
H: 2.35228 -3.26098 -6.56699
H: 6.60103 -0.34939 -2.86617
H: 4.83603 -3.09147 -1.13127
H: -1.53720 3.57248 -3.16408
H: 2.03288 -0.99867 -6.34998
H: -5.99172 3.33651 -1.57843
H: 6.52847 2.01008 -1.10639
H: -3.56366 3.47547 -1.38092
H: -0.48538 6.04798 1.84085
H: 1.75867 -4.51902 -1.57035
H: -6.92678 2.09900 0.33135
H: -4.56288 -0.96156 -2.75762
H: 0.95609 -5.16861 -4.43305
H: -0.64457 -2.26608 4.99981
H: -1.98796 6.22711 0.84795
H: -1.97595 -5.99814 1.06037
H: 8.05075 -1.85809 -4.08685
H: -0.93024 -2.90058 -9.12344
H: 5.19241 1.85222 1.85813
H: -0.79133 0.47418 3.22870
H: 7.86748 -1.66223 0.39949
H: -6.90417 1.85876 -2.83032
H: -2.48548 1.23272 -6.78619
H: -6.72334 0.15235 -2.31919
H: -4.33116 2.74632 -6.40072
H: -2.63857 2.16631 3.84622
H: 3.01349 -4.81412 -2.90480
H: 3.03736 -0.24955 6.14505
H: 2.41124 3.56076 -2.14255
H: -4.00413 -3.81741 2.27822
H: 8.12942 -0.14622 -4.69468
H: -1.03368 -4.58423 1.68733
H: -1.63465 2.58348 5.31418
H: -2.95565 4.24046 2.16177
H: -2.38789 6.05064 -1.64141
H: 6.08598 2.66644 -3.31527
H: 2.74364 -0.90071 -4.78936
H: -2.04646 3.45649 0.50666
H: -4.21118 -4.21493 -0.28690
H: 0.12575 -3.09873 3.63632
H: -5.81434 0.34863 -4.39124
H: 0.39960 2.75178 4.05100
H: 5.81857 -5.29635 -0.42630
H: -3.41285 -3.07500 6.45946
H: 4.01998 -2.58817 2.70248
H: -3.76046 -0.66908 8.31726
H: -2.59876 0.30533 -3.54609
H: -5.37840 -4.94151 -1.37805
H: 2.58731 1.33151 -3.36743
H: 6.68498 -0.47326 3.24505
H: 5.45252 -1.13919 5.45789
H: 1.13643 -1.77408 -5.15810
H: 5.92418 -0.73142 7.08141
H: 3.07055 -3.26711 4.74803
H: -5.42583 2.57821 1.22931
H: -9.08919 -0.34952 -2.84341
H: -1.77333 1.22504 -8.85189
H: -5.03762 1.90156 -1.23404
H: -0.27416 -6.07535 -1.42184
H: -5.21527 6.56586 5.44776
H: -9.01146 1.12768 -1.83662
H: 1.08012 0.90949 -2.48813
H: 1.95805 -6.08566 -2.51260
H: -4.20523 -3.78722 -2.02857
H: 0.17737 -5.25065 5.12031
H: -6.08487 4.89680 3.94868
H: -4.50699 4.06851 3.78399
H: -1.51028 4.16897 3.13701
H: -0.98257 0.43081 -6.86350
H: 0.06227 0.77861 4.75637
H: 3.55862 -1.74250 7.08180
H: 0.16755 3.22394 -1.50282
H: 0.11594 4.85199 5.71892
H: 4.06977 -2.29983 -7.32684
H: -5.38309 -2.04551 -0.79014
H: -4.54453 -2.23369 8.53097
H: -6.89533 -3.42679 0.43630
H: -1.99726 7.09789 -2.81013
H: 2.82763 2.40412 -1.05753
H: 7.89140 2.96034 -3.39202
H: 3.18851 2.48414 4.94225
H: 6.12668 -1.39031 1.90159
H: -3.06662 -2.05824 -2.78193
H: 1.09111 -2.26360 5.93936
H: -0.16850 5.56573 -3.80180
H: 0.48605 -6.75968 1.12829
H: -3.61252 5.07011 6.45755
H: 2.72520 -0.13493 8.25673
H: 1.12593 2.20823 -3.74408
H: -4.43939 -5.36425 4.03874
H: -1.43923 -4.68182 -0.01864
H: -4.26319 -2.12505 -4.12951
H: -2.60857 -3.87477 8.19145
H: 1.81963 2.02395 5.81852
H: 8.11471 0.29082 1.73706
H: 6.86749 3.71722 -0.66587
H: -2.28227 -0.84310 -4.79788
H: -5.48464 3.96551 5.22878
H: 5.28430 0.55085 6.01348
H: -6.20733 -2.81374 -2.18422
H: -6.51791 -2.64950 2.39697
H: -0.05011 5.74257 -2.11051
H: -2.66044 5.65357 -3.43562
H: -2.06825 -3.42621 -5.31047
H: -6.48246 3.86954 0.46124
H: -6.07247 3.61980 -4.62773
H: -4.50550 -0.31589 -5.57753

Formula: C18H29NO4
Source: OMol25
Level of theory: wB97M-V/def2-TZVPD

Calculated values
Highest occupied orbital energy in Eh: -0.1490
Spin multiplicity: 2
Lowest unoccupied orbital energy in eV: 2.76
E in hartree: -1058.83759
Expectation value of S²: 0.754
Net charge: -1
HOMO-LUMO gap in hartree: 0.251

Positions of all 52 atoms, in Å:
O: 5.59437 -0.08949 0.39737
O: -3.94029 -2.15011 0.15213
O: -0.54774 1.52377 1.99855
O: -0.39407 -0.61870 1.50721
N: -2.99282 -1.25216 0.06592
C: -2.87063 -1.95490 -2.42026
C: -0.64138 0.54517 1.10878
C: -4.91223 0.24347 -0.82976
C: -2.65282 1.29385 -0.28290
C: 2.12258 1.22007 -1.16583
C: 6.08230 -0.06555 1.50336
C: 2.51846 -0.96064 0.49786
C: -1.22515 -2.79756 -0.67363
C: 7.39207 -0.75569 1.80027
C: -4.11152 0.34575 1.57395
C: 5.40527 0.65494 2.64134
C: -3.62072 0.09184 0.06424
C: -2.10616 -1.50998 -1.08756
C: -1.10348 0.86896 -0.35950
C: 2.42629 0.06934 -0.16009
C: -1.04043 -0.35686 -1.36764
C: 1.13811 2.31035 -0.55462
C: -0.35899 2.12371 -1.00588
H: 6.05461 1.44841 3.01867
H: 4.47685 1.10161 2.28396
H: -2.75663 2.09849 0.49053
H: -1.72955 -3.40169 0.13069
H: -0.94887 -3.43290 -1.55690
H: 0.00923 -0.74277 -1.45273
H: -2.91861 1.77185 -1.27740
H: 7.76363 -1.23139 0.89181
H: 1.73831 0.81858 -2.14271
H: -1.31230 0.06631 -2.38698
H: -3.98284 -1.83458 -2.36470
H: 2.19591 -1.75862 1.20251
H: -0.24679 -2.44951 -0.22318
H: 5.16919 -0.05024 3.44078
H: -3.23630 0.26619 2.28562
H: -5.33072 1.27263 -0.63482
H: -0.35565 1.96839 -2.12919
H: 1.47712 3.31006 -0.97699
H: -5.73354 -0.48464 -0.58512
H: -2.68941 -3.04316 -2.67101
H: 3.10986 1.73273 -1.33794
H: -0.94522 3.06052 -0.81184
H: -4.46476 1.42190 1.58311
H: 1.28986 2.37769 0.55288
H: 8.12913 -0.02504 2.14006
H: 7.24424 -1.52342 2.56260
H: -2.50883 -1.38795 -3.33351
H: -4.69662 0.20443 -1.93966
H: -4.96234 -0.33347 1.83813

Formula: C3H7NO3
Source: OMol25
Level of theory: wB97M-V/def2-TZVPD

Calculated values
Highest occupied orbital energy in Eh: -0.3627
SMILES string: CC(=O)O.C=NO
Lowest unoccupied orbital energy in eV: 0.52
E in hartree: -398.87316
HOMO-LUMO gap in hartree: 0.382
Relative energy (zero: lowest compared OMol25 entry of this formula, charge and spin) in kcal/mol: 103.22

Positions of all 14 atoms, in Å:
O: 2.15989 0.09655 1.06463
O: -0.01207 -1.46201 1.00762
O: -1.83715 -0.16567 1.09791
N: 1.06546 0.94812 0.79523
C: -0.66708 -0.55620 0.51225
C: -0.90113 -0.50735 -1.12235
C: 1.09434 1.29258 -0.47356
H: 1.77644 0.81309 -1.18334
H: -0.38202 0.10964 -1.85680
H: -0.79697 -1.50532 -1.54764
H: -1.75351 -0.41182 2.03750
H: -1.95165 -0.22589 -1.22189
H: 1.75054 -0.54078 1.68773
H: 0.45490 2.11505 -0.79730

Formula: C5H6ClFN2
Source: OMol25
Level of theory: wB97M-V/def2-TZVPD

Calculated values
Highest occupied orbital energy (alpha / beta) in Eh: -0.2993 / -0.2993
Lowest unoccupied orbital energy (alpha / beta) in eV: 0.53 / 0.53
E in hartree: -863.55910
HOMO-LUMO gap (alpha / beta) in hartree: 0.319 / 0.319
Relative energy (zero: lowest compared OMol25 entry of this formula, charge and spin) in kcal/mol: 57.75

Positions of all 15 atoms, in Å:
Cl: -2.55620 -1.99083 -1.28849
F: -0.83257 -0.39206 2.07495
N: -0.02015 -1.22667 -1.24038
N: -0.32057 -0.55405 -3.60644
C: 0.84611 -0.28474 -0.46736
C: -1.08214 0.22663 0.87116
C: -0.06475 0.79919 0.08027
C: -1.12653 -1.66214 -0.50904
C: -0.16501 -0.87604 -2.52759
H: -1.02313 -2.28977 0.35170
H: 1.49355 -0.87476 0.16914
H: 1.64074 0.07490 -1.21237
H: 0.52726 1.51294 0.60176
H: -0.70262 1.23512 -0.64967
H: -2.11769 0.72974 0.94938